C42H37N6O11S6SeW | wB97M-V/def2-TZVPD

Structure (XYZ):
```
104
Properties=species:S:1:pos:R:3:forces:R:3:lowdin_charge:R:1
W -0.57250 0.37687 -0.26099 -0.3873 0.3403 0.2988 1.84
O -1.10402 -1.04557 1.01289 0.2926 -0.0279 -0.4086 -0.24
C -0.58182 -2.08192 1.63479 -0.0774 0.0638 0.1723 -0.31
C -1.44122 -2.90094 2.38112 0.0083 0.0045 0.0114 -0.01
C -0.96065 -4.02888 3.00694 0.0310 -0.0254 0.0075 -0.07
C 0.39218 -4.37793 2.92899 -0.0355 0.0173 0.0002 -0.09
C 1.24739 -3.55932 2.22842 -0.0110 -0.0032 0.0216 -0.04
C 0.77723 -2.40660 1.58601 -0.0131 0.0300 -0.0421 -0.13
C 1.70583 -1.57355 0.87589 0.0438 -0.0420 0.0234 -0.05
N 1.41139 -0.50941 0.23423 0.1827 0.1485 -0.1805 -0.11
N 2.50711 0.11022 -0.37479 -0.1599 -0.0403 0.0446 0.10
C 2.11799 1.19993 -0.95428 0.1864 0.0557 -0.0506 -0.44
O 0.88784 1.61585 -0.94820 0.0561 -0.2211 0.1426 -0.26
C 3.11570 2.07448 -1.60836 -0.0347 -0.0173 0.0251 -0.15
C 4.36789 1.58463 -1.96234 0.0101 -0.0136 0.0060 -0.03
C 5.29158 2.42357 -2.56205 0.0010 0.0002 -0.0135 -0.08
C 4.96917 3.75283 -2.80482 -0.0049 0.0057 0.0049 -0.09
C 3.71987 4.24167 -2.44905 0.0068 -0.0053 -0.0039 -0.08
C 2.78946 3.40278 -1.85532 -0.0194 0.0066 -0.0075 -0.02
H -2.48812 -2.63129 2.42458 0.0054 0.0067 0.0037 0.12
H -1.64575 -4.65762 3.56252 0.0001 0.0010 0.0013 0.10
H 0.75758 -5.27210 3.41489 0.0030 0.0006 0.0009 0.10
H 2.30408 -3.79409 2.16337 -0.0001 -0.0008 -0.0058 0.11
H 2.75693 -1.85416 0.87165 -0.0042 -0.0251 0.0156 0.14
H 4.59969 0.54558 -1.77042 0.0060 0.0034 0.0072 0.11
H 6.26456 2.04107 -2.84374 -0.0011 0.0004 0.0022 0.10
H 5.69459 4.40880 -3.27014 -0.0008 -0.0009 -0.0019 0.10
H 3.46945 5.27862 -2.63323 -0.0018 -0.0008 -0.0005 0.10
H 1.80603 3.76034 -1.57825 0.0082 0.0037 0.0009 0.12
C -3.35538 5.55821 7.36730 0.0142 -0.0077 0.0031 -0.12
C -2.24809 5.90073 6.38094 -0.0098 0.0325 0.0432 -0.31
S -2.16350 4.64111 5.11903 -0.0870 -0.0653 -0.0668 0.63
O -3.39379 4.69564 4.36051 0.0114 -0.0089 0.0291 -0.32
O -1.79586 3.41056 5.77207 0.0120 0.0063 0.0047 -0.31
C -0.85215 5.24226 4.08184 0.0386 0.0483 0.0221 -0.23
C -0.71587 4.49251 2.76217 0.0003 -0.0025 0.0216 -0.21
N -0.19814 3.13865 2.90242 -0.0291 0.0113 -0.0819 -0.02
C -0.92351 2.11941 2.11153 -0.0451 0.0210 0.0759 -0.78
N 0.07121 1.13935 1.69222 0.2598 0.0154 -0.0050 -0.13
C 1.27659 1.68029 1.95303 -0.0155 -0.0439 0.0861 -0.05
C 1.15962 2.86129 2.61071 0.0203 0.0488 0.0064 -0.17
N 2.24214 3.55379 3.15483 -0.0175 -0.0009 0.0648 -0.35
O 3.38273 3.13626 2.95310 -0.0202 0.0061 -0.0294 0.03
O 2.00807 4.57835 3.80836 0.0226 -0.0262 -0.0390 0.02
C -2.06908 1.53264 2.90959 -0.0210 -0.0033 -0.0411 -0.05
H -3.39935 6.30866 8.15626 0.0021 0.0091 -0.0075 0.07
H -3.17143 4.58634 7.82338 0.0002 0.0011 -0.0036 0.08
H -4.31978 5.52598 6.86236 -0.0030 -0.0026 0.0001 0.08
H -1.26763 5.92612 6.85788 0.0019 0.0037 0.0032 0.10
H -2.42881 6.84998 5.87598 -0.0089 -0.0029 -0.0012 0.10
H 0.07253 5.20715 4.65320 -0.0168 -0.0213 -0.0088 0.09
H -1.12807 6.27918 3.87541 0.0427 0.0119 -0.0015 0.11
H -0.08261 5.09026 2.10054 -0.0045 0.0015 -0.0052 0.13
H -1.70055 4.43400 2.29217 0.0022 0.0022 0.0029 0.10
H 2.21079 1.21318 1.69263 -0.0034 0.0224 0.0151 0.12
H -2.79298 2.31441 3.14395 -0.0022 0.0129 0.0017 0.07
H -1.68485 1.12305 3.84404 -0.0009 0.0035 0.0123 0.09
H -2.57281 0.75981 2.32922 0.0128 -0.0079 0.0108 0.06
S -1.44804 2.60548 0.41436 -0.0257 -0.3156 0.0061 0.81
S -4.13021 -4.68950 -0.33775 -0.0175 0.0132 0.0075 1.04
C -3.17298 -3.23631 -0.45764 0.0378 0.0049 0.0351 -0.44
N -1.91324 -3.40300 -0.62496 0.0098 -0.0145 -0.0801 0.06
C -1.59858 -4.74863 -0.69151 0.0016 0.0255 0.0099 -0.31
C -0.31413 -5.24972 -0.90363 0.0025 -0.0252 -0.0103 -0.01
C -0.14222 -6.61631 -0.96075 0.0041 -0.0017 0.0158 -0.08
C -1.23059 -7.48622 -0.80456 -0.0259 0.0157 0.0054 -0.10
C -2.50866 -7.00259 -0.60001 0.0350 -0.0109 -0.0061 -0.10
C -2.68479 -5.62100 -0.55002 -0.0142 -0.0361 0.0328 -0.48
H -3.62783 -2.25591 -0.38877 -0.0087 0.0034 -0.0122 0.08
H 0.51053 -4.55888 -1.03128 0.0127 0.0109 0.0116 0.10
H 0.84641 -7.02351 -1.13227 -0.0070 -0.0026 0.0050 0.10
H -1.06956 -8.55589 -0.85036 0.0010 -0.0005 -0.0030 0.10
H -3.34630 -7.67858 -0.48821 -0.0007 0.0017 0.0006 0.10
O -0.04862 -0.74594 -1.71388 -0.3661 -0.2134 0.0021 -0.28
C 0.23891 -1.05150 -3.08550 0.1533 0.0641 0.0562 -0.45
C -1.01415 -1.32177 -3.90409 0.0277 -0.0919 -0.0525 -0.50
C -1.88954 -2.34406 -3.68933 -0.0336 0.0503 0.0454 -0.18
C -2.89537 -2.44499 -4.67959 0.0006 0.0003 0.0281 -0.17
C -2.75065 -1.50292 -5.64917 0.0135 -0.0243 -0.0468 -0.41
S -1.40815 -0.49557 -5.36327 0.0078 0.0546 0.0589 1.05
C 1.07486 -2.33405 -3.03110 0.0051 0.0012 -0.0051 -0.45
C 2.19183 -2.54326 -2.27406 -0.0065 -0.0287 -0.0479 -0.14
C 2.81389 -3.79252 -2.53417 0.0218 0.0225 0.0205 -0.19
C 2.16491 -4.49933 -3.50275 -0.0022 -0.0211 0.0094 -0.42
S 0.79410 -3.66578 -4.07975 -0.0252 0.0183 -0.0240 1.10
C 1.09268 0.03120 -3.74665 -0.0308 0.0722 0.0240 -0.45
C 2.30768 -0.15659 -4.34837 0.0006 0.0120 -0.0416 -0.11
C 2.79614 0.99898 -5.00959 0.0185 -0.0345 0.0025 -0.18
C 1.93415 2.04568 -4.90332 0.0125 0.0254 0.0187 -0.40
S 0.55066 1.65496 -3.99190 -0.0230 -0.0511 -0.0425 1.07
H -1.81446 -2.98687 -2.82999 -0.0112 -0.0132 0.0371 0.09
H -3.69819 -3.16779 -4.65518 0.0010 0.0033 -0.0004 0.10
H -3.38341 -1.32791 -6.50454 0.0108 -0.0036 -0.0031 0.06
H 2.58759 -1.79269 -1.60825 0.0023 0.0148 0.0393 0.09
H 3.70339 -4.14339 -2.02874 -0.0046 0.0026 -0.0006 0.10
H 2.40580 -5.47935 -3.88308 -0.0007 0.0010 -0.0016 0.06
H 2.82773 -1.10247 -4.33603 0.0053 0.0062 -0.0107 0.11
H 3.74706 1.04821 -5.52024 -0.0033 -0.0052 -0.0057 0.10
H 2.06497 3.05002 -5.27503 0.0000 -0.0019 0.0018 0.07
O -3.66868 -0.11330 -2.86202 0.0807 0.1434 0.1025 -0.40
Se -3.10080 0.87396 -1.73662 -0.0438 0.1524 -0.2731 0.84
O -4.03375 2.12933 -1.40415 0.1016 -0.1586 0.0359 -0.43
O -2.61668 -0.04893 -0.38126 0.0925 0.0534 -0.0960 -0.57
O -1.46264 1.32621 -1.95796 -0.2560 -0.0478 -0.0359 -0.65
```
Forces are in eV/Å.

- maximum force (hartree/bohr) = 0.012
- energy above the lowest of the compared OMol25 structures with the same formula, charge and spin (kcal per mole) = 38.6
- charge = -1
- Kohn-Sham gap (eV) = 5.95